# 1
{
  "formula": "C3H11O5",
  "method": "ωB97M-V with the def2-TZVPD basis set",
  "species": ["O", "C", "O", "C", "C", "H", "H", "H", "H", "H", "H", "H", "O", "H", "H", "O", "H", "H", "O"],
  "xyz": [[2.63, 0.06, 2.31], [1.58, 0.23, 1.66], [0.75, 1.20, 1.76], [1.30, -0.98, 0.69], [1.31, -0.31, -0.74], [2.06, -1.71, 0.89], [0.38, -1.47, 0.92], [0.69, 0.72, -0.59], [2.45, -0.15, -1.06], [1.03, -0.88, -1.58], [-0.38, 1.06, 1.14], [-2.10, 1.39, 0.80], [-1.30, 1.14, 0.41], [-1.80, -0.36, -0.21], [-1.42, -1.77, -0.50], [-1.97, -1.07, -0.83], [-1.37, 1.47, -1.25], [-2.09, 0.32, -1.77], [-1.74, 1.12, -2.06]],
  "mulliken_charge": [-0.7338, 0.5849, -0.6769, -0.3999, -0.8194, 0.2847, 0.1780, 0.1572, 0.2768, 0.3261, 0.4330, 0.1357, -0.8427, 0.4811, 0.2961, -0.7290, 0.4588, 0.3351, -0.7458],
  "total_charge": -1,
  "energy_ev": -13528.3399,
  "orbital_gap_ha": 0.32451,
  "homo_ev": -5.2
}

# 2
{
  "formula": "C7H9N4",
  "method": "ωB97M-V with the def2-TZVPD basis set",
  "species": ["C", "C", "C", "C", "C", "C", "C", "N", "N", "N", "N", "H", "H", "H", "H", "H", "H", "H", "H", "H"],
  "xyz": [[2.82, 1.55, -0.55], [1.74, 2.36, -0.15], [2.60, -0.87, -0.32], [-0.05, 0.89, 0.71], [-4.42, 0.08, -0.35], [-2.36, 1.31, 0.03], [2.94, -2.12, 0.47], [2.92, 0.28, -0.30], [0.67, 1.77, 0.21], [-3.48, 0.87, -0.36], [-1.25, 0.52, 0.36], [3.71, 2.06, -1.06], [1.87, 3.40, 0.17], [-4.71, -0.74, 0.38], [-4.91, 0.03, -1.30], [-2.28, 2.36, 0.03], [3.60, -2.02, 1.40], [1.98, -2.56, 0.73], [3.41, -2.71, -0.27], [-1.41, -0.49, 0.38]],
  "mulliken_charge": [-0.1593, -0.2371, 0.0479, -0.0515, -0.2365, -0.0272, -0.6850, -0.0507, -0.0897, -0.1145, -0.1134, 0.3133, 0.3536, 0.2850, 0.2888, 0.3845, 0.2895, 0.2455, 0.3053, 0.2516],
  "total_charge": 1,
  "energy_ev": -13352.0015,
  "orbital_gap_ha": [0.20521, 0.20529],
  "homo_ev": [-10.5, -10.5]
}

# 3
{
  "formula": "C7H13Cl",
  "method": "ωB97M-V with the def2-TZVPD basis set",
  "species": ["C", "C", "C", "C", "C", "C", "C", "Cl", "H", "H", "H", "H", "H", "H", "H", "H", "H", "H", "H", "H", "H"],
  "xyz": [[1.24, -1.66, -0.67], [0.65, -0.69, -0.08], [-0.93, 1.03, -1.16], [-1.73, -1.04, -0.20], [-0.75, 0.75, 1.41], [2.36, 0.77, 0.61], [-0.66, 0.03, -0.06], [3.76, -0.05, -0.06], [0.52, -2.37, -1.11], [2.25, -2.04, -0.56], [-0.66, 2.11, -0.96], [-1.95, 0.92, -1.43], [-0.51, 0.67, -2.05], [-2.75, -0.57, -0.05], [-1.73, -1.74, 0.55], [-1.62, -1.54, -1.14], [0.14, 1.29, 1.69], [-1.37, 1.51, 1.23], [-0.86, 0.09, 2.26], [2.11, 1.72, 0.05], [2.49, 0.81, 1.72]],
  "mulliken_charge": [-0.6232, -0.4915, -1.6520, -2.0480, -1.7769, -0.5771, 2.3168, -0.1993, 0.2149, 0.3030, 0.3387, 0.4406, 0.4560, 0.4513, 0.4609, 0.4634, 0.3719, 0.6183, 0.3466, 0.2716, 0.3140],
  "energy_ev": -19987.7477,
  "orbital_gap_ha": 0.33110,
  "homo_ev": -8.3
}

# 4
{
  "formula": "C3H14O4",
  "method": "ωB97M-V with the def2-TZVPD basis set",
  "species": ["C", "C", "C", "H", "H", "H", "H", "H", "H", "H", "H", "O", "H", "H", "O", "H", "H", "O", "H", "H", "O"],
  "xyz": [[0.07, 0.63, 1.49], [-1.07, -0.32, 1.47], [-2.25, 0.03, 0.83], [-0.09, 1.46, 0.78], [0.40, 1.14, 2.42], [0.98, 0.20, 1.06], [-0.76, -1.25, 1.94], [-3.11, -0.63, 0.68], [-2.25, 1.01, 0.35], [-1.19, 1.42, -1.30], [-0.06, 2.07, -1.79], [-0.84, 2.31, -1.26], [1.84, -0.56, 0.00], [3.08, -0.62, 0.95], [2.49, -1.13, 0.38], [1.84, 0.49, -2.35], [0.88, -0.72, -2.48], [0.94, 0.20, -2.22], [0.14, -2.18, 0.30], [-0.79, -1.36, -0.65], [-0.25, -2.16, -0.59]],
  "lowdin_spin": [0.0721, 0.3045, 0.4635, 0.0006, 0.0297, 0.0222, 0.0037, 0.0154, 0.0168, 0.0007, 0.0000, 0.0013, 0.0001, 0.0000, 0.0119, 0.0000, 0.0002, 0.0002, -0.0002, 0.0040, 0.0532],
  "total_charge": 1,
  "energy_ev": -11517.0522,
  "orbital_gap_ha": [0.35221, 0.20680],
  "homo_ev": [-15.2, -15.2],
  "s2": 0.7531,
  "spin_multiplicity": 2
}

# 5
{
  "formula": "C32H92F2N9O14PbS2",
  "method": "ωB97M-V with the def2-TZVPD basis set",
  "species": ["Pb", "N", "S", "O", "O", "F", "S", "O", "O", "F", "O", "H", "H", "O", "H", "H", "C", "C", "C", "O", "C", "N", "H", "H", "H", "H", "H", "H", "H", "H", "H", "H", "H", "C", "C", "C", "O", "C", "N", "H", "H", "H", "H", "H", "H", "H", "H", "H", "H", "H", "C", "C", "C", "O", "C", "N", "H", "H", "H", "H", "H", "H", "H", "H", "H", "H", "H", "C", "C", "C", "O", "C", "N", "H", "H", "H", "H", "H", "H", "H", "H", "H", "H", "H", "C", "C", "C", "O", "C", "N", "H", "H", "H", "H", "H", "H", "H", "H", "H", "H", "H", "C", "C", "C", "O", "C", "N", "H", "H", "H", "H", "H", "H", "H", "H", "H", "H", "H", "C", "C", "C", "O", "C", "N", "H", "H", "H", "H", "H", "H", "H", "H", "H", "H", "H", "C", "C", "C", "O", "C", "N", "H", "H", "H", "H", "H", "H", "H", "H", "H", "H", "H"],
  "xyz": [[-0.53, 1.49, -3.65], [-0.05, 1.26, -1.23], [0.02, 2.22, -0.06], [1.34, 2.60, 0.43], [-1.16, 2.24, 0.86], [-0.41, 3.54, -0.83], [0.43, -0.16, -0.47], [-0.52, -0.75, 0.42], [1.85, -0.45, -0.30], [0.11, -1.12, -1.65], [-0.80, -0.98, -4.50], [-0.97, -1.85, -4.13], [-0.38, -1.16, -5.34], [1.18, 3.59, -3.27], [0.89, 4.50, -3.39], [2.13, 3.65, -3.26], [-3.41, 6.50, 1.18], [-2.04, 7.01, 1.66], [-1.01, 5.93, 1.41], [0.17, 6.35, 2.09], [1.25, 5.44, 2.15], [-1.90, 8.30, 1.00], [-4.20, 7.17, 1.50], [-3.80, 5.56, 1.58], [-3.40, 6.42, 0.10], [-2.05, 7.29, 2.71], [-0.88, 5.75, 0.34], [-1.36, 5.02, 1.90], [2.02, 5.84, 2.80], [1.69, 5.25, 1.17], [0.96, 4.50, 2.61], [-1.13, 8.78, 1.45], [-2.66, 8.88, 1.32], [5.01, -0.95, -3.64], [4.57, 0.42, -3.10], [5.54, 1.05, -2.08], [5.20, 2.37, -1.67], [4.08, 2.39, -0.77], [4.31, 1.26, -4.25], [5.09, -1.61, -2.78], [5.86, -0.78, -4.29], [4.27, -1.43, -4.28], [3.69, 0.15, -2.50], [6.48, 1.05, -2.63], [5.78, 0.40, -1.24], [4.42, 2.27, 0.26], [3.36, 1.58, -0.93], [3.60, 3.37, -0.72], [5.09, 1.45, -4.86], [4.22, 2.21, -3.93], [-6.88, 1.29, 1.51], [-5.42, 1.45, 1.92], [-4.75, 2.72, 1.31], [-5.15, 2.72, -0.03], [-4.30, 3.61, -0.80], [-5.36, 1.42, 3.37], [-7.52, 2.11, 1.82], [-7.38, 0.41, 1.92], [-7.02, 1.25, 0.43], [-4.88, 0.58, 1.54], [-3.69, 2.61, 1.54], [-5.15, 3.62, 1.77], [-3.25, 3.46, -0.55], [-4.41, 4.67, -0.61], [-4.40, 3.41, -1.87], [-4.42, 1.44, 3.74], [-5.75, 2.30, 3.68], [3.57, -3.90, 2.44], [3.09, -2.54, 1.89], [4.18, -1.56, 1.53], [5.03, -1.20, 2.61], [4.45, -0.38, 3.67], [2.33, -2.87, 0.70], [4.12, -3.62, 3.34], [4.27, -4.45, 1.81], [2.78, -4.53, 2.84], [2.44, -2.08, 2.63], [3.74, -0.67, 1.10], [4.86, -1.89, 0.73], [3.60, -0.91, 4.11], [4.13, 0.57, 3.26], [5.24, -0.26, 4.41], [2.90, -3.64, 0.37], [2.37, -2.10, 0.05], [-2.33, 0.28, 3.36], [-0.96, 0.04, 4.06], [0.05, 1.09, 3.68], [1.32, 1.06, 4.37], [2.10, 2.16, 4.12], [-1.28, 0.05, 5.48], [-2.38, 0.11, 2.29], [-2.64, 1.31, 3.56], [-3.10, -0.44, 3.65], [-0.51, -0.92, 3.80], [-0.38, 2.08, 3.87], [0.25, 0.98, 2.61], [2.96, 2.05, 4.78], [1.77, 3.18, 4.32], [2.29, 2.28, 3.05], [-0.39, 0.15, 5.95], [-1.78, 0.88, 5.74], [0.04, -5.67, 0.17], [-0.80, -4.42, 0.13], [-2.25, -4.79, -0.04], [-2.63, -5.35, -1.37], [-3.95, -5.73, -1.39], [-0.50, -3.66, 1.31], [1.05, -5.50, 0.55], [0.10, -6.10, -0.83], [-0.42, -6.32, 0.91], [-0.54, -3.83, -0.75], [-2.88, -3.96, 0.27], [-2.45, -5.52, 0.75], [-4.18, -6.41, -2.22], [-4.62, -4.90, -1.64], [-4.21, -6.19, -0.43], [-0.96, -2.76, 1.30], [0.48, -3.41, 1.29], [6.40, -3.84, -1.34], [5.43, -4.96, -1.22], [4.14, -4.76, -2.08], [3.67, -3.45, -1.82], [2.44, -3.21, -2.54], [6.02, -6.24, -1.53], [6.27, -3.03, -0.62], [6.28, -3.36, -2.30], [7.43, -4.15, -1.17], [4.99, -5.09, -0.24], [3.35, -5.50, -1.96], [4.48, -4.80, -3.11], [2.71, -3.17, -3.60], [2.08, -2.19, -2.39], [1.67, -3.96, -2.33], [5.93, -6.29, -2.53], [5.34, -6.90, -1.21], [-4.06, -1.22, -1.17], [-3.68, -0.43, -2.45], [-4.84, 0.25, -3.23], [-5.87, -0.68, -3.54], [-6.95, -0.04, -4.32], [-2.61, 0.57, -2.12], [-4.77, -0.71, -0.53], [-3.24, -1.67, -0.62], [-4.46, -2.18, -1.49], [-3.31, -1.21, -3.11], [-4.47, 0.71, -4.15], [-5.27, 1.02, -2.59], [-7.79, -0.69, -4.57], [-6.53, 0.20, -5.29], [-7.35, 0.94, -4.06], [-2.01, 0.18, -1.41], [-3.01, 1.22, -1.47]],
  "mulliken_charge": [1.3252, 0.4056, 0.5962, -0.2298, -0.3082, -0.5288, -0.8318, -0.0862, -0.1511, -0.0844, -0.4226, 0.2049, 0.2828, -0.3999, 0.2627, 0.2365, -1.1411, 0.3429, 0.0864, -0.4629, -0.2483, -0.8401, 0.4264, 0.0228, 0.3759, 0.4325, 0.0836, -0.0732, 0.3961, 0.1886, -0.0922, 0.2904, 0.2688, -1.2797, 2.3702, -0.7774, -0.4499, -0.2517, -0.7194, -0.0877, 0.5762, 0.2675, -1.4572, 0.4407, 0.2447, 0.2669, 0.0323, 0.1767, 0.3152, 0.2181, -1.6817, 0.7411, 0.0152, -0.2905, -0.6508, -0.6109, 0.3940, 0.4286, 0.2739, -0.1011, -0.0058, 0.3390, 0.0650, 0.3730, 0.2902, 0.3197, 0.3532, -1.7112, 1.1199, 0.2195, -0.5434, -0.5106, 2.5316, 0.5107, 0.2186, 0.3882, -0.0342, 0.0484, -0.5562, 0.3026, 0.0853, 0.3299, -0.5535, -1.2013, -1.6277, 0.5529, -0.0981, -0.4252, -0.7420, -0.7645, 0.1582, 0.1355, 0.7933, 0.2163, 0.3818, -0.2344, 0.4266, 0.3673, 0.0547, 0.3237, 0.2800, -1.7591, 2.0011, -0.9755, -0.3608, -0.6634, -0.7216, 0.3324, 0.3295, 0.4090, -0.5989, 0.4558, 0.3717, 0.2738, 0.1809, 0.3307, -0.0387, 0.1069, -1.2462, 1.5319, -1.4431, 0.4963, -0.9611, -0.7973, 0.1045, 0.2380, 0.4715, -0.3746, 0.3908, 0.4888, 0.4761, -0.1276, 0.3699, 0.2840, 0.3104, -1.3455, 0.4690, -0.7640, -0.3566, -0.8312, 0.1736, 0.1026, 0.3446, 0.4638, 0.1705, 0.3876, 0.2820, 0.3126, 0.3337, 0.3157, 0.1415, 0.0060],
  "total_charge": 1,
  "energy_ev": -109089.7789,
  "orbital_gap_ha": 0.17010,
  "homo_ev": -10.4
}